Entry 1:
2 unconnected molecules or ions with the total composition C4H9FN2O2. Source: the OMol25 dataset; level of theory: ωB97M-V/def2-TZVPD.

The SMILES is CC/C(C)=N/[N+](=O)[O-].F. As for the largest force on an atom: 0.047 Eh/bohr. Its relative energy (zero: lowest compared OMol25 entry of this formula, charge and spin) is 0.0 kJ/mol. The total energy comes out at -14083.2786 eV. The value obtained for the HOMO-LUMO gap is 10.892 eV.

```
! RIJCOSX wB97M-V def2-TZVPD def2/J DEFGRID3
* xyz 0 1
F -0.90305 -2.83685 0.02472
O -3.14069 1.39464 -0.23148
O -2.47896 -0.62454 0.12827
N -1.06408 1.02056 0.33198
N -2.29716 0.58032 0.02078
C 0.05262 0.01997 -1.58115
C 1.59365 -0.19380 1.33956
C 1.30789 1.00392 0.41887
C 0.01746 0.71518 -0.26311
H 2.59812 -0.10991 1.75210
H 1.07221 -0.21028 -1.87682
H -0.52006 -0.90723 -1.54677
H -0.40485 0.64950 -2.34573
H -1.57079 -2.17532 0.17583
H 0.87446 -0.21095 2.15740
H 1.51731 -1.13498 0.79290
H 1.23872 1.91173 1.01660
H 2.10718 1.10800 -0.31395
*
```

=====

Entry 2:
3 unconnected molecules or ions with the total composition C3H3BrClNO2S. Source: the OMol25 dataset; level of theory: ωB97M-V/def2-TZVPD.

As for the largest force on an atom: 0.045 Eh/bohr. Its relative energy (zero: lowest compared OMol25 entry of this formula, charge and spin) is 110.4 kJ/mol. The total energy comes out at -102140.8539 eV. The value obtained for the HOMO-LUMO gap (alpha / beta) is 9.087 / 4.448 eV.

```
! RIJCOSX wB97M-V def2-TZVPD def2/J DEFGRID3
* xyz 0 1
Br 0.20221 -3.50647 -3.72494
Cl -1.36505 -1.26181 -1.30584
S -0.26212 0.18240 -3.50589
O 0.74405 0.70937 -2.62440
O -3.01740 2.96156 -2.98377
N -1.45687 1.33774 -3.69969
C -2.22723 2.16316 -3.26893
C -0.76208 0.96045 0.06356
C -0.49126 -0.35415 -0.09533
H -1.61389 1.54926 -0.31549
H -0.28639 1.64345 0.68220
H 0.17601 -1.16863 0.33104
*
```

=====

Entry 3:
3 unconnected molecules or ions with the total composition C3H12O3. Source: the OMol25 dataset; level of theory: ωB97M-V/def2-TZVPD.

The SMILES is CC(C)O.O.O. As for the largest force on an atom: 0.051 Eh/bohr. Its relative energy (zero: lowest compared OMol25 entry of this formula, charge and spin) is 51.8 kJ/mol. The total energy comes out at -9447.4893 eV. The value obtained for the HOMO-LUMO gap is 11.149 eV.

```
! RIJCOSX wB97M-V def2-TZVPD def2/J DEFGRID3
* xyz 0 1
O -0.78142 2.04566 0.62542
O 3.82859 -5.59277 1.12402
O -4.39035 2.00972 -0.51221
C 1.35691 0.93581 0.01791
C -0.74712 0.69026 -1.30128
C -0.15426 0.85378 0.09654
H 1.62529 0.15171 -0.68886
H -4.54145 1.35819 0.17957
H -3.77235 2.57920 -0.04978
H 1.89330 1.07230 0.94786
H -0.33561 -0.24508 -1.71079
H 4.48308 -5.59448 1.83406
H -0.40899 1.43801 -2.02536
H -0.50046 0.00110 0.71285
H -0.36136 2.14801 1.49362
H 1.40785 1.84587 -0.60832
H 3.21527 -6.29730 1.35745
H -1.81692 0.60002 -1.49268
*
```

=====

Entry 4:
A molecular structure, C54H96N2O23Pb. Source: the OMol25 dataset; level of theory: ωB97M-V/def2-TZVPD.

As for the largest force on an atom: 0.119 Eh/bohr. Its relative energy (zero: lowest compared OMol25 entry of this formula, charge and spin) is 393.4 kJ/mol. The total energy comes out at -112864.3768 eV. The value obtained for the HOMO-LUMO gap is 5.523 eV.

```
! RIJCOSX wB97M-V def2-TZVPD def2/J DEFGRID3
* xyz 0 1
Pb 0.49337 -1.49091 3.51779
O -3.27106 -4.70093 -2.35075
O 4.37042 -0.56585 3.62967
O -1.01386 7.78539 -3.83348
O 0.31561 -1.80305 1.04790
O -3.18432 -2.49951 -1.89880
O -5.80079 0.86808 -3.62543
O 3.12991 -4.16799 -7.10072
O -0.01124 -1.36068 -7.33952
O 2.42169 -4.55922 -4.91114
O -1.43092 6.59325 -1.86041
O -0.64078 -3.47334 3.95347
O 2.17141 5.25206 4.63617
O 2.22048 0.25027 3.48435
O 5.28295 2.53871 -5.88519
O 3.60999 -6.19539 -5.92958
O 3.40175 1.49584 -5.85104
O -3.49650 -3.21731 -4.04118
O 2.52351 5.86396 6.77539
O -1.46579 -0.15698 4.83606
O 4.02066 1.08335 2.41495
O -0.19158 8.51457 -1.83585
O 0.57892 4.83938 6.00792
O 4.55122 1.91415 -3.88105
N 1.07925 -0.84101 0.26043
N -2.78782 0.39992 5.26036
C 3.11174 -2.54807 0.44151
C 1.72331 3.85770 2.74760
C 3.02978 -4.87572 -6.05531
C -5.00627 2.22738 6.03759
C -0.46442 1.09517 0.76775
C 4.34970 2.07297 -5.06333
C 0.16027 4.27817 4.84997
C 0.69218 -1.96742 -6.20759
C -4.27243 1.37640 7.10529
C -2.30233 -5.05609 3.46476
C -3.34096 -3.45304 -2.86542
C 0.34383 0.34347 -0.32809
C -3.98866 0.11789 3.06139
C -3.60029 1.05068 4.20964
C -0.89071 6.71514 -0.55229
C -1.87108 2.22319 6.86526
C 3.99733 -7.75689 -4.04491
C -0.96934 -4.41808 3.02203
C -2.44507 -0.24110 7.60982
C 6.40482 -1.48437 2.70974
C 2.46300 0.73113 -1.71668
C 0.06774 5.61377 -0.09893
C 2.59491 -5.58585 -3.93137
C -0.04027 -1.35020 -5.01721
C -1.11311 -3.81009 5.22830
C -5.13281 -0.06192 -2.75864
C -2.40073 -4.56608 4.94983
C -2.94565 2.29342 3.56793
C 3.53541 1.95719 -7.16140
C -2.81082 0.98735 6.68866
C 3.02992 -6.83197 -4.78865
C -5.02258 1.40265 4.79535
C -2.40759 -3.16276 -0.92867
C -1.16255 -0.67304 -6.93921
C 5.73851 -0.22508 3.25170
C -0.94516 7.65559 -2.63694
C -0.68227 -0.09029 -1.41143
C 5.95118 1.85757 -8.18521
C 1.36542 1.38312 -0.82653
C -2.81843 -4.60681 -1.00538
C 1.81239 5.35174 5.88692
C 3.46218 0.29000 3.22898
C 5.36647 0.83587 2.19566
C 1.76765 -2.34942 -1.76867
C 1.13391 4.80346 3.83202
C -5.54465 2.22606 -3.21562
C 4.84802 2.56311 -7.27587
C -1.74649 -5.71554 -0.79762
C 3.08997 -0.43522 -1.01016
C 2.15661 -1.56145 -0.48698
C -4.72494 0.75700 -1.57969
C -4.50601 2.06798 -2.14854
C -0.80204 -0.15975 -5.56552
C -0.28821 8.18568 -0.45300
H 1.52123 -1.70167 -2.60997
H 2.01248 2.89054 3.15880
H 2.50419 -3.33864 0.88196
H 2.61568 -2.91995 -2.14742
H -4.86057 0.46082 7.16770
H 5.60481 1.93673 -9.21568
H 6.08045 0.78774 -8.02135
H -1.35045 -2.98666 -1.12752
H -1.49694 -5.77887 0.26154
H -3.15882 -0.49517 2.70979
H 3.63864 -0.03932 -0.15557
H 3.49571 -8.16367 -3.16684
H -0.91605 -5.37493 -1.41605
H 0.51296 5.54273 3.32607
H -2.13204 1.87876 2.97279
H -0.86198 1.93464 6.57106
H -1.26825 -0.87461 -0.93231
H 0.23937 3.19905 4.98160
H -3.05215 -4.58425 2.82976
H 4.87429 -7.15486 -3.80700
H 0.66110 -1.01706 -4.25221
H 0.85486 2.22597 -1.29239
H -3.12166 -1.08776 7.49365
H 1.66184 -5.86307 -3.44082
H -5.39692 2.13351 4.07854
H 2.66239 2.54528 -7.44440
H -1.44033 -0.61364 7.41031
H -0.85600 4.50598 4.52842
H 1.99769 0.35856 -2.62925
H -3.56429 2.91162 2.91738
H 3.48366 1.08187 -7.80889
H 3.45003 -1.99649 1.31866
H 0.46826 -3.02699 -6.33124
H -4.58178 3.23090 6.00832
H -2.76113 3.09571 4.28235
H 3.33312 -5.35400 -3.16365
H -5.66030 0.53580 4.96857
H 0.29111 5.83764 0.94418
H -5.96325 2.36209 6.54171
H -0.17539 -5.15278 2.88803
H 0.54982 8.31755 0.23141
H -1.82873 -1.52909 -7.04641
H -0.22630 -0.52101 -2.30288
H 6.30637 -2.22329 3.50498
H 2.60633 4.23935 2.23506
H -4.56119 2.97687 -1.54940
H -2.09223 -6.71821 -1.04909
H -2.29274 -6.14603 3.47139
H 3.77223 -0.91525 -1.71173
H -0.10086 0.66915 -5.66229
H 6.94378 2.28664 -8.04839
H -1.32605 -2.98759 5.91113
H 7.45088 -1.25456 2.50715
H 3.09936 1.58416 -1.95222
H 0.88351 -2.90934 -1.46393
H -3.61475 -4.82881 -0.29496
H 5.59066 0.53563 1.17209
H -0.99702 8.93315 -0.09664
H -0.26471 4.58234 -0.21622
H -2.39208 0.06757 8.65386
H 0.92842 3.63253 2.03658
H 4.68711 3.49290 -7.82148
H 6.33164 0.32015 3.98589
H -1.35072 0.70819 -1.73347
H 6.05543 1.64487 2.43848
H -0.96786 -4.04682 1.99721
H -2.10721 3.09327 6.25265
H -2.67826 -2.80139 0.06343
H -1.41180 0.12869 -7.63434
H -2.65865 -5.33599 5.67702
H -1.70234 6.70032 0.17513
H 4.02555 -3.00873 0.06620
H -1.23000 0.53362 1.30314
H -5.67338 0.77761 -1.04290
H 4.32981 -8.52272 -4.74566
H -0.35454 -4.37599 5.76906
H -6.51760 2.59020 -2.88570
H -1.67043 0.14337 -4.98062
H -1.91457 2.46938 7.92620
H 1.02555 5.67523 -0.61560
H -5.70557 -0.96500 -2.54769
H -5.19498 2.83016 -4.05282
H -4.62180 -0.69670 3.41307
H -4.31387 2.00242 7.99661
H -0.96907 2.00022 0.42964
H -3.48993 2.03036 -2.54133
H 1.94755 1.80553 -0.00750
H -4.17712 -0.27043 -3.23957
H 6.15369 -1.83785 1.70969
H -3.23973 -3.88711 5.10198
H -4.66526 0.53302 2.31441
H -0.67767 -2.20006 -4.77316
H 1.66949 -1.48608 -6.17173
H 0.12494 1.43125 1.62086
H -3.85790 0.46300 -0.98816
H 2.19235 -7.36358 -5.24025
*
```

=====

Entry 5:
C5H6O2 in the gas phase. Source: the OMol25 dataset; level of theory: ωB97M-V/def2-TZVPD.

The SMILES is C#C[C@H](C=O)CO. As for the largest force on an atom: 0.011 Eh/bohr. Its relative energy (zero: lowest compared OMol25 entry of this formula, charge and spin) is 245.2 kJ/mol. The total energy comes out at -9374.5542 eV. The value obtained for the HOMO-LUMO gap is 10.723 eV.

```
! RIJCOSX wB97M-V def2-TZVPD def2/J DEFGRID3
* xyz 0 1
O -0.37696 1.82236 1.05108
O -2.24277 -0.02138 0.25259
C -1.09428 -0.76792 -0.03939
C 2.39425 -0.95823 0.23943
C 0.08630 1.51672 -0.02181
C 0.08296 0.09564 -0.57905
C 1.37114 -0.49121 -0.19094
H -1.37635 -1.48090 -0.81849
H 0.03041 0.17309 -1.67289
H -0.74537 -1.34326 0.82745
H -2.00309 0.56017 0.98997
H 0.57710 2.27310 -0.66495
H 3.29664 -1.37819 0.62698
*
```